1.
Here is the ion C7H11N5S with charge +2 in a non-equilibrium geometry from OMol25. Energies are from the ωB97M-V functional and the def2-TZVPD basis.

Properties
Energy in hartree: -944.64670
Structure (SMILES): N/C(=N/[C@H]1S[C@@H]1[NH3+])c1nccc[nH+]1
HOMO energy in eV: -15.835
Orbital gap in eV: 7.711
Charge: +2
Energy relative to the best compared isomer or geometry (same formula, charge and spin) in eV: 0.000
Largest force on an atom in hartree/bohr: 0.0839

Each line ends with the Löwdin charge.
Cartesian coordinates (Å):
N: -0.988 2.531 -0.907  0.165
C: -0.579 1.406 -0.369  -0.315
N: 0.649 1.242 -0.084  0.110
C: 1.280 0.121 0.366  -0.565
S: 1.438 -1.571 -0.417  0.895
C: 2.584 -0.170 -0.254  -0.490
N: 3.696 -0.631 0.595  0.189
C: -1.681 0.302 -0.077  -0.133
N: -1.280 -0.773 0.513  0.130
C: -2.136 -1.712 0.785  -0.002
C: -3.528 -1.543 0.526  0.064
C: -3.917 -0.403 -0.146  0.019
N: -2.969 0.510 -0.420  0.166
H: -1.987 2.628 -1.237  0.133
H: -0.341 3.344 -1.130  0.183
H: 1.092 -0.230 1.407  0.122
H: 2.903 0.280 -1.181  0.138
H: 3.484 -0.571 1.615  0.199
H: 4.520 -0.018 0.420  0.198
H: 4.027 -1.510 0.372  0.120
H: -1.789 -2.513 1.375  0.132
H: -4.162 -2.423 0.742  0.151
H: -4.891 -0.338 -0.654  0.171
H: -3.421 1.317 -0.971  0.222



2.
Here is the molecule C7H11NO in a non-equilibrium geometry from OMol25. Energies are from the ωB97M-V functional and the def2-TZVPD basis.

Properties
Energy in hartree: -403.21369
Structure (SMILES): [H]/N=C(C)\C(C)=C(/C)C=O
HOMO energy in eV: -8.438
Orbital gap in eV: 9.192
Energy relative to the best compared isomer or geometry (same formula, charge and spin) in eV: 3.273
Largest force on an atom in hartree/bohr: 0.1307

Each line ends with the Löwdin charge.
Cartesian coordinates (Å):
H: 1.699 1.622 -1.268  0.060
N: 1.726 1.794 -0.263  0.125
C: 1.102 0.972 0.446  -0.346
C: 1.050 1.103 1.933  -0.058
C: 0.302 -0.512 -0.223  -0.185
C: 1.167 -1.707 -0.135  -0.069
C: -0.886 -0.150 -0.544  -0.184
C: -1.724 1.067 -0.577  -0.059
C: -1.743 -1.578 -1.270  -0.128
O: -2.861 -1.451 -1.691  0.019
H: 1.633 1.964 2.263  0.078
H: 1.451 0.204 2.401  0.077
H: 0.016 1.215 2.260  0.075
H: 2.217 -1.422 -0.199  0.084
H: 1.009 -2.225 0.812  0.090
H: 0.972 -2.403 -0.951  0.070
H: -2.671 0.816 -1.058  0.071
H: -1.933 1.426 0.430  0.085
H: -1.247 1.862 -1.149  0.086
H: -1.278 -2.596 -1.217  0.108



3.
Here is the molecule C7H11NO in a non-equilibrium geometry from OMol25. Energies are from the ωB97M-V functional and the def2-TZVPD basis.

Properties
Energy in hartree: -403.24377
Structure (SMILES): C=CC[C@@H]1CNC=C1O
HOMO energy in eV: -7.634
Orbital gap in eV: 8.453
Energy relative to the best compared isomer or geometry (same formula, charge and spin) in eV: 2.454
Largest force on an atom in hartree/bohr: 0.0563

Each line ends with the Löwdin charge.
Cartesian coordinates (Å):
C: -2.304 0.065 -0.850  0.015
C: -1.302 -0.841 -0.598  -0.178
C: -0.659 -1.143 0.711  -0.169
C: 0.574 -0.204 0.966  -0.228
C: 0.263 1.324 0.941  -0.140
N: 0.740 1.849 -0.374  -0.038
C: 1.597 0.859 -0.916  -0.065
C: 1.520 -0.288 -0.197  -0.285
O: 2.150 -1.496 -0.588  0.023
H: -2.860 0.403 0.008  0.048
H: -2.609 0.317 -1.875  0.058
H: -0.786 -1.369 -1.405  0.105
H: -1.304 -1.213 1.587  0.109
H: -0.305 -2.228 0.625  0.124
H: 0.982 -0.391 1.917  0.116
H: 0.811 1.852 1.789  0.129
H: -0.770 1.672 1.042  0.108
H: 0.048 1.949 -1.054  0.069
H: 2.081 0.966 -1.881  0.121
H: 2.134 -2.083 0.155  0.077